Entry 1:
ORCA calculation (wB97M-V/def2-TZVPD) on C17H21Cl3O4V as an isolated structure at a distorted geometry.

highest occupied orbital energy (spin up / spin down): -1.72 / -1.72 eV
spin multiplicity: 2
total charge: -2
LUMO level (spin up / spin down): 0.1660 / 0.1661 Ha
gap between HOMO and LUMO (spin up / spin down): 6.24 / 6.24 eV
<S²>: 0.7729

Last column: Mulliken spin population.
Atoms and positions in Å:
C: -1.785 0.604 -1.892  -0.04
C: -2.649 0.912 -0.784  0.00
C: -2.783 -0.286 0.007  -0.05
C: -3.304 2.209 -0.500  0.00
C: -1.989 -1.311 -0.614  -0.03
C: -1.419 -0.769 -1.801  0.00
C: -0.729 -1.570 -2.845  0.00
C: -1.413 1.482 -3.029  0.01
C: -3.680 -0.499 1.164  0.01
C: -1.918 -2.743 -0.204  0.01
V: -0.708 0.497 0.220  1.11
Cl: -1.359 1.911 1.913  -0.01
Cl: 0.529 2.326 -0.665  -0.02
Cl: -0.278 -0.954 2.035  -0.02
H: -2.953 2.975 -1.189  0.00
H: -3.045 2.544 0.511  0.00
H: -4.386 2.126 -0.571  0.00
H: -3.562 0.288 1.914  0.00
H: -3.479 -1.463 1.640  0.00
H: -4.726 -0.510 0.837  0.00
H: -1.888 -2.833 0.890  0.00
H: -1.006 -3.204 -0.609  0.00
H: -2.777 -3.325 -0.576  0.00
H: -0.200 -2.423 -2.404  0.00
H: -0.003 -0.949 -3.377  0.00
H: -1.425 -1.970 -3.601  0.00
H: -1.316 2.516 -2.699  0.00
H: -2.158 1.447 -3.833  0.00
H: -0.449 1.177 -3.456  0.00
O: 0.812 -0.389 -0.495  0.04
H: 1.636 -0.198 0.026  0.00
O: 5.390 -0.843 1.075  0.00
C: 5.543 -0.260 2.195  0.00
C: 6.768 -0.412 2.942  0.00
C: 6.985 0.312 4.095  0.00
C: 5.988 1.160 4.617  0.00
C: 4.757 1.272 3.962  0.00
C: 4.518 0.613 2.768  0.00
C: 3.220 0.812 2.036  0.00
O: 2.335 1.535 2.443  0.00
O: 3.139 0.150 0.866  0.00
H: 4.047 -0.360 0.745  0.00
H: 7.507 -1.099 2.526  0.00
H: 7.948 0.215 4.603  0.00
H: 6.175 1.723 5.532  0.00
H: 3.952 1.893 4.367  0.00

---

Entry 2:
ORCA calculation (wB97M-V/def2-TZVPD) on C17H21ClN6O2SeW as an isolated structure.

highest occupied orbital energy (spin up / spin down): -14.96 / -14.99 eV
spin multiplicity: 3
total charge: +2
energy relative to the best compared isomer or geometry (same formula, charge and spin): 73.7 kJ/mol
LUMO level (spin up / spin down): -0.3041 / -0.2896 Ha
gap between HOMO and LUMO (spin up / spin down): 6.68 / 7.11 eV
<S²>: 2.1131

Last column: Mulliken spin population.
Atoms and positions in Å:
W: -1.346 0.384 1.385  2.09
C: -5.259 -0.186 1.380  0.00
C: -3.800 0.031 1.391  0.05
O: -2.961 -0.766 0.829  -0.04
O: -3.235 1.031 1.958  -0.02
H: -5.603 -0.230 0.345  0.00
H: -5.770 0.605 1.920  0.00
H: -5.472 -1.157 1.830  0.00
C: 1.043 -0.205 -4.642  0.00
C: 0.998 -1.681 -4.269  0.00
C: 2.242 -2.110 -3.498  0.00
C: -0.291 -2.047 -3.529  0.00
N: -0.423 -1.316 -2.255  0.00
C: 0.104 -1.588 -1.054  0.02
N: -0.222 -0.598 -0.255  0.01
N: -0.984 0.249 -0.991  0.01
N: -1.112 -0.171 -2.185  0.01
H: 1.911 -0.005 -5.267  0.00
H: 1.135 0.428 -3.754  0.00
H: 0.153 0.106 -5.191  0.00
H: 0.942 -2.271 -5.188  0.00
H: 2.381 -1.508 -2.594  0.00
H: 3.133 -1.961 -4.105  0.00
H: 2.207 -3.164 -3.217  0.00
H: -0.331 -3.104 -3.268  0.00
H: -1.186 -1.781 -4.087  0.00
H: 0.688 -2.460 -0.812  0.00
Se: -1.018 -0.403 3.588  -0.29
C: 0.856 -0.732 3.836  0.02
C: 1.270 -0.889 5.153  -0.01
C: 2.628 -1.109 5.381  0.01
N: 3.522 -1.181 4.408  -0.02
C: 3.110 -1.041 3.157  0.01
C: 1.787 -0.814 2.809  0.02
H: 0.582 -0.845 5.987  0.00
H: 2.996 -1.232 6.392  0.00
H: 3.874 -1.117 2.391  0.00
H: 1.509 -0.720 1.765  0.01
Cl: -2.375 4.920 0.871  0.01
C: -1.035 3.885 0.646  0.04
C: -0.117 4.086 -0.382  0.00
C: 0.975 3.235 -0.495  0.02
C: 1.079 2.145 0.346  0.03
N: 0.206 1.945 1.347  0.02
C: -0.795 2.846 1.533  -0.01
H: -0.252 4.915 -1.064  0.00
H: 1.724 3.397 -1.257  0.00
H: 1.856 1.403 0.229  0.00
H: -1.324 2.782 2.478  0.00

---

Entry 3:
ORCA calculation (wB97M-V/def2-TZVPD) on C17H21F2N3NdO11P2S2 as an isolated structure at a distorted geometry.

highest occupied orbital energy (spin up / spin down): -4.96 / -4.97 eV
spin multiplicity: 4
total charge: -1
energy relative to the best compared isomer or geometry (same formula, charge and spin): 85.5 kJ/mol
LUMO level (spin up / spin down): 0.0861 / 0.0861 Ha
gap between HOMO and LUMO (spin up / spin down): 7.30 / 7.32 eV
<S²>: 3.7523

Last column: Mulliken spin population.
Atoms and positions in Å:
Nd: -0.416 0.556 0.824  3.02
O: 3.881 1.547 -0.127  0.00
C: 4.449 0.314 -0.091  0.00
C: 5.833 0.177 -0.028  0.00
C: 6.419 -1.073 -0.007  0.00
C: 5.631 -2.211 -0.040  0.00
C: 4.256 -2.080 -0.077  0.00
C: 3.643 -0.830 -0.092  0.00
C: 2.156 -0.752 -0.025  -0.01
O: 1.512 0.271 -0.394  0.00
N: 1.624 -1.855 0.443  0.00
N: 0.261 -1.852 0.658  0.00
C: -0.163 -3.048 0.559  0.00
S: 1.029 -4.243 0.021  0.00
C: -0.131 -5.660 0.168  0.00
C: -1.540 -5.159 -0.056  0.00
S: -1.758 -3.622 0.930  0.00
H: 4.566 2.202 0.025  0.00
H: 6.456 1.064 0.013  0.00
H: 7.499 -1.157 0.050  0.00
H: 6.085 -3.194 -0.022  0.00
H: 3.610 -2.946 -0.070  0.00
H: -0.017 -6.086 1.165  0.00
H: 0.153 -6.399 -0.580  0.00
H: -2.287 -5.881 0.277  0.00
H: -1.707 -4.909 -1.103  0.00
C: -1.645 5.093 0.823  0.00
C: -1.551 4.331 -0.481  0.00
O: -1.545 5.146 -1.627  0.00
P: -0.066 3.234 -0.444  0.00
O: -0.156 2.098 -1.553  0.00
O: 1.042 4.230 -1.070  0.00
O: 0.430 2.728 0.856  0.00
P: -2.882 3.032 -0.494  0.00
O: -2.748 2.512 -2.054  0.00
O: -4.258 3.472 -0.223  0.00
O: -2.181 1.994 0.338  0.00
H: -0.820 5.799 0.936  0.00
H: -1.609 4.366 1.632  0.00
H: -2.597 5.623 0.865  0.00
H: -0.751 5.690 -1.595  0.00
H: -1.044 1.996 -1.961  0.00
H: 1.909 3.783 -0.983  0.00
H: -3.412 2.950 -2.606  0.00
O: -2.380 -0.416 1.628  0.00
C: -2.803 -0.720 0.503  0.00
C: -4.220 -1.187 0.237  0.00
C: -4.180 -1.555 -1.234  0.00
C: -2.742 -1.191 -1.661  0.00
O: -2.315 -1.359 -2.786  0.00
N: -2.044 -0.692 -0.606  0.00
H: -4.899 -0.363 0.470  0.00
H: -4.469 -2.015 0.903  0.00
H: -4.885 -0.994 -1.844  0.00
H: -4.345 -2.620 -1.411  0.00
F: 1.477 0.717 2.445  0.00
C: 0.211 0.814 3.200  0.00
F: -0.139 -0.595 3.154  0.00
H: 0.575 0.926 4.224  0.00

---

Entry 4:
ORCA calculation (wB97M-V/def2-TZVPD) on C17H21F4HgNSi as an isolated structure at a distorted geometry.

highest occupied orbital energy (spin up / spin down): -0.51 / -4.77 eV
spin multiplicity: 2
total charge: -1
LUMO level (spin up / spin down): 0.0804 / 0.0804 Ha
gap between HOMO and LUMO (spin up / spin down): 2.70 / 6.95 eV
<S²>: 0.7600

Last column: Mulliken spin population.
Atoms and positions in Å:
Hg: -2.892 0.099 0.790  0.00
F: 7.463 -1.362 -1.349  0.01
C: 6.763 -0.703 -2.336  -0.01
F: 6.716 -1.507 -3.514  0.01
F: 7.549 0.437 -2.709  0.03
C: 5.414 -0.363 -1.880  0.27
C: 4.424 -0.189 -2.832  0.10
C: 3.183 0.112 -2.373  0.06
N: 2.873 0.350 -1.087  0.27
C: 3.813 0.217 -0.171  -0.03
C: 5.116 -0.107 -0.538  0.19
H: 4.564 -0.398 -3.907  0.03
H: 2.399 0.443 -3.050  0.01
H: 3.464 0.298 0.864  0.02
H: 5.902 -0.305 0.171  0.03
C: -1.895 -1.132 -3.484  0.00
Si: -2.871 -0.062 -2.245  0.00
C: -1.883 1.433 -1.925  0.00
C: -4.543 0.441 -3.106  0.00
C: -3.528 -1.059 -0.748  0.00
H: -1.654 -0.438 -4.346  0.00
H: -2.603 -1.935 -3.827  0.00
H: -0.960 -1.530 -3.042  0.00
H: -1.679 1.897 -2.925  0.00
H: -0.904 1.221 -1.428  0.00
H: -2.319 2.201 -1.306  0.00
H: -4.407 1.258 -3.824  0.00
H: -5.284 0.908 -2.414  0.00
H: -4.995 -0.387 -3.666  0.00
H: -3.092 -2.047 -0.645  0.00
H: -4.631 -1.206 -0.874  0.00
F: 0.187 -0.762 7.169  0.00
C: -0.521 -0.366 6.052  0.00
C: -1.867 0.045 6.126  0.00
C: -2.455 0.387 4.903  0.00
C: -1.815 0.320 3.658  0.00
C: -2.478 1.108 2.596  0.00
C: -0.511 -0.227 3.654  0.00
C: 0.138 -0.332 4.830  0.00
H: -2.426 0.008 7.012  0.00
H: -3.470 0.813 4.906  0.00
H: -1.929 1.991 2.228  0.00
H: -3.499 1.350 2.969  0.00
H: -0.056 -0.334 2.718  0.00
H: 1.200 -0.587 4.905  0.00

---

Entry 5:
ORCA calculation (wB97M-V/def2-TZVPD) on an isolated ion of composition C17H21N2O4S and charge +1.

SMILES: COC(=O)c1c(NC(=O)CC[NH2+]Cc2ccco2)sc2c1CCC2
highest occupied orbital energy: -10.95 eV
total charge: +1
energy relative to the best compared isomer or geometry (same formula, charge and spin): 13.8 kJ/mol
LUMO level: -0.0895 Ha
gap between HOMO and LUMO: 8.52 eV

Last column: natural (NBO) charge in e.
Atoms and positions in Å:
C: 0.882 2.713 0.304  -0.26
O: -0.370 2.046 0.257  -0.47
C: -0.372 0.768 -0.084  0.84
O: 0.659 0.166 -0.374  -0.70
C: -1.718 0.211 -0.122  -0.23
C: -2.020 -1.114 -0.399  0.05
N: -1.108 -2.151 -0.559  -0.63
C: -0.081 -2.350 0.306  0.70
O: 0.042 -1.769 1.360  -0.60
C: 0.992 -3.319 -0.198  -0.52
C: 2.310 -2.921 0.455  -0.22
N: 2.684 -1.549 0.046  -0.54
C: 3.759 -0.938 0.865  -0.25
C: 4.118 0.393 0.297  0.22
C: 4.274 1.627 0.853  -0.26
C: 4.630 2.494 -0.211  -0.31
C: 4.659 1.725 -1.330  0.11
O: 4.353 0.449 -1.038  -0.42
S: -3.722 -1.419 -0.488  0.49
C: -4.043 0.238 -0.152  -0.18
C: -2.913 0.970 0.029  -0.01
C: -3.248 2.401 0.288  -0.42
C: -4.777 2.368 0.518  -0.38
C: -5.296 1.032 -0.061  -0.43
H: 1.484 2.333 1.131  0.19
H: 0.656 3.765 0.455  0.21
H: 1.429 2.572 -0.631  0.20
H: -1.283 -2.819 -1.297  0.42
H: 1.058 -3.287 -1.286  0.23
H: 0.732 -4.335 0.103  0.27
H: 3.114 -3.613 0.196  0.23
H: 2.168 -2.917 1.539  0.25
H: 1.832 -0.921 0.076  0.50
H: 2.989 -1.534 -0.934  0.43
H: 3.410 -0.820 1.892  0.25
H: 4.625 -1.610 0.857  0.23
H: 4.167 1.886 1.885  0.24
H: 4.835 3.541 -0.141  0.25
H: 4.875 1.954 -2.354  0.22
H: -2.984 3.009 -0.580  0.22
H: -2.713 2.801 1.147  0.23
H: -4.980 2.398 1.588  0.21
H: -5.271 3.220 0.059  0.22
H: -5.737 1.165 -1.053  0.22
H: -6.048 0.568 0.576  0.23